# C25H44BBr2F7N3O8

A 3-piece molecular cluster, C25H44BBr2F7N3O8 overall in a non-equilibrium geometry (ωB97M-V/def2-TZVPD, the Open Molecules 2025 dataset).

Calculated values
F_max (eV Å⁻¹): 6.2
Net charge: -1
Gap between HOMO and LUMO (eV): 8.4
Highest occupied orbital energy (eV): -6.0820

Last column: Löwdin charge in e.
Cartesian coordinates (Å):
C1 0.57 5.32 1.21  -0.160
C2 1.11 4.09 0.31  -0.613
Br1 1.81 4.63 -1.49  0.721
C3 1.11 2.73 0.72  -0.456
Br2 0.44 2.28 2.56  0.889
C4 1.63 1.47 -0.18  -0.224
C5 3.12 0.93 0.05  -0.189
F1 3.30 -0.18 -0.84  0.089
F2 3.14 0.37 1.38  0.059
C6 4.30 2.00 -0.02  -0.148
F3 4.17 3.07 0.94  0.059
F4 4.39 2.68 -1.30  0.020
C7 5.79 1.41 0.24  -0.282
F5 5.83 0.01 0.46  0.099
F6 6.32 2.00 1.44  0.057
F7 6.72 1.74 -0.79  0.080
O1 0.86 0.40 0.48  -0.063
B1 0.00 -0.45 -0.36  -1.064
O2 0.60 -1.80 -0.14  0.021
O3 -1.45 -0.47 -0.03  0.116
C8 -1.69 -1.71 0.64  -0.246
N1 -1.86 -2.65 1.38  0.108
O4 0.43 -0.07 -1.72  0.011
C9 0.91 1.31 -1.64  -0.193
C10 1.75 1.48 -2.98  -0.117
C11 0.84 1.75 -4.31  -0.345
C12 -0.42 2.71 -4.05  -0.114
C13 1.73 2.49 -5.47  -0.096
H1 1.43 6.00 1.55  0.083
H2 -0.14 5.00 2.03  0.045
H3 -0.06 5.96 0.47  0.070
H4 1.34 -1.93 -0.78  0.087
H5 -0.07 1.88 -1.48  0.152
H6 2.31 0.49 -3.21  0.131
H7 2.54 2.31 -2.98  0.056
H8 0.46 0.76 -4.75  0.098
H9 -1.01 2.76 -5.04  0.072
H10 -1.15 2.28 -3.27  0.080
H11 -0.12 3.81 -3.81  0.063
H12 0.97 3.08 -6.12  0.071
H13 2.38 3.32 -4.98  0.075
H14 2.33 1.74 -6.08  0.073
C14 -2.22 -2.35 8.20  -0.114
O5 -1.31 -1.47 8.83  -0.200
C15 0.06 -1.87 8.71  -0.211
C16 0.82 -0.95 7.76  -0.215
N2 0.40 -1.14 6.38  -0.049
C17 0.87 -0.10 5.46  -0.189
C18 0.43 1.35 5.72  -0.268
O6 -0.96 1.59 5.51  -0.207
C19 -1.79 1.22 6.60  -0.099
H15 -3.23 -2.08 8.52  0.087
H16 -2.17 -2.25 7.11  0.077
H17 -2.03 -3.39 8.49  0.085
H18 0.15 -2.92 8.42  0.120
H19 0.50 -1.77 9.71  0.115
H20 1.89 -1.16 7.84  0.120
H21 0.65 0.08 8.09  0.097
H22 -0.61 -1.16 6.34  0.066
H23 0.52 -0.38 4.46  0.119
H24 1.97 -0.14 5.42  0.121
H25 0.95 1.98 4.99  0.024
H26 0.74 1.72 6.71  0.108
H27 -1.31 1.38 7.57  0.086
H28 -2.12 0.19 6.49  0.070
H29 -2.69 1.85 6.56  0.087
C20 -4.87 -3.06 -6.06  -0.122
O7 -4.51 -2.82 -4.71  -0.195
C21 -3.89 -3.95 -4.08  -0.205
C22 -2.40 -3.69 -3.85  -0.200
N3 -1.65 -3.69 -5.10  -0.058
C23 -0.29 -3.17 -4.99  -0.190
C24 -0.11 -1.72 -4.51  -0.206
O8 -0.56 -0.74 -5.44  -0.222
C25 -1.96 -0.49 -5.41  -0.087
H30 -5.51 -2.24 -6.39  0.087
H31 -3.99 -3.07 -6.70  0.071
H32 -5.43 -3.99 -6.17  0.084
H33 -4.06 -4.88 -4.63  0.117
H34 -4.38 -4.06 -3.10  0.120
H35 -2.00 -4.47 -3.19  0.126
H36 -2.31 -2.73 -3.33  0.106
H37 -2.15 -3.13 -5.78  0.059
H38 0.16 -3.26 -5.98  0.114
H39 0.28 -3.84 -4.33  0.118
H40 0.97 -1.55 -4.40  0.123
H41 -0.54 -1.54 -3.52  0.107
H42 -2.37 -0.58 -4.40  0.099
H43 -2.48 -1.15 -6.11  0.067
H44 -2.13 0.53 -5.75  0.082


# C20H28CaNO2S

C20H28CaNO2S as an isolated structure in a non-equilibrium geometry (ωB97M-V/def2-TZVPD, the Open Molecules 2025 dataset).

Calculated values
Energy relative to the best compared isomer or geometry (same formula, charge and spin) (kcal/mol): 0.0
F_max (eV Å⁻¹): 3.1
Net charge: -1
Gap between HOMO and LUMO (eV): 5.8
Highest occupied orbital energy (eV): -3.8330

Last column: Löwdin charge in e.
Cartesian coordinates (Å):
O1 -0.12 -0.04 0.52  -0.217
C1 -0.50 -0.73 -0.74  -0.129
C2 0.54 0.01 -1.57  -0.079
H1 -1.54 -0.49 -0.99  0.120
H2 -0.33 -1.81 -0.65  0.109
C3 0.85 0.76 -0.26  -0.541
H3 0.11 0.61 -2.38  0.095
H4 1.36 -0.63 -1.91  0.121
C4 0.42 2.21 -0.36  -0.026
H5 -0.64 2.27 -0.64  0.095
H6 1.01 2.71 -1.14  0.090
H7 0.58 2.73 0.58  0.073
C5 2.27 0.61 0.25  -0.016
H8 2.62 -0.42 0.16  0.074
H9 2.34 0.93 1.30  0.077
H10 2.94 1.25 -0.34  0.091
Ca1 -0.77 -0.92 2.79  1.257
C6 1.10 -2.44 4.00  -0.232
C7 0.12 -3.34 3.49  -0.297
C8 0.26 -3.38 2.08  -0.237
H11 -0.61 -3.91 4.07  0.053
C9 1.31 -2.50 1.71  -0.245
C10 1.84 -1.92 2.90  -0.214
H12 2.72 -1.28 2.97  0.084
H13 1.30 -2.24 5.05  0.092
H14 -0.29 -4.05 1.41  0.078
H15 1.74 -2.40 0.71  0.071
C11 -1.13 0.88 4.88  -0.266
C12 0.21 1.12 4.45  -0.192
C13 0.15 1.65 3.13  -0.243
H16 1.11 1.04 5.07  0.096
C14 -1.23 1.74 2.75  -0.258
C15 -2.02 1.28 3.85  -0.240
H17 -3.11 1.34 3.93  0.084
H18 -1.42 0.50 5.86  0.068
H19 1.00 2.05 2.59  0.064
H20 -1.61 2.19 1.84  0.073
O2 -0.87 0.61 -4.68  -0.162
C16 0.29 1.25 -5.27  -0.208
C17 0.06 1.45 -6.78  -0.166
H21 1.18 0.62 -5.10  0.117
H22 0.46 2.21 -4.74  0.117
C18 -1.03 0.41 -7.11  -0.167
H23 0.98 1.31 -7.36  0.107
H24 -0.34 2.46 -6.95  0.108
C19 -1.78 0.27 -5.76  -0.192
H25 -0.56 -0.55 -7.36  0.109
H26 -1.68 0.72 -7.93  0.106
H27 -2.18 -0.74 -5.60  0.117
H28 -2.63 0.98 -5.76  0.116
S1 -2.27 -2.07 5.07  0.445
C20 -1.41 -2.14 6.47  -0.964
N1 -0.78 -2.18 7.48  -0.016


Look up the highest occupied orbital energy of the second one.
-3.8330 eV